[1]
The following is a quantum chemistry calculation of 14 unconnected molecules or ions with the total composition C20H68N16O20 at a distorted geometry, from OMol25.

Output
- max |F| (eV/Å) = 3.87
- HOMO (Ha) = -0.332
- relative energy (zero: lowest compared OMol25 entry of this formula, charge and spin) (eV) = 0.000
- Kohn-Sham gap (eV) = 9.5

Geometry (Å):
C1 -2.11368 -2.97524 0.80516
O1 -1.43692 -2.72289 1.79942
N1 -2.09354 -4.08409 0.05226
N2 -3.09468 -2.10168 0.37925
H1 -1.42927 -4.80715 0.28772
H2 -2.47908 -4.01712 -0.89375
H3 -3.84195 -2.42430 -0.17869
H4 -3.27494 -1.26719 1.00245
C2 -3.49136 1.26334 2.11607
O2 -2.70088 0.33675 2.24017
N3 -3.06366 2.48297 1.57937
N4 -4.76784 1.12216 2.45133
H5 -2.06735 2.67584 1.49646
H6 -3.82897 3.18972 1.51042
H7 -5.36386 1.81399 2.15747
H8 -5.07773 0.30083 2.90492
C3 3.71430 -1.19290 -1.47169
O3 3.78106 -0.14926 -2.10905
N5 3.69872 -2.44112 -2.02895
N6 3.82130 -1.18854 -0.15497
H9 3.43263 -2.61475 -3.02429
H10 3.82928 -3.21898 -1.47362
H11 3.57867 -0.26529 0.23759
H12 3.35223 -1.85068 0.45340
C4 0.32849 -1.22856 4.38119
O4 0.90181 -0.52543 5.17829
N7 -0.94843 -1.62901 4.55671
N8 1.00773 -1.71736 3.28857
H13 -1.47370 -2.25149 3.95111
H14 -1.42018 -1.22831 5.33309
H15 0.54475 -2.10766 2.45148
H16 1.87329 -1.20656 3.14471
C5 -1.19300 1.17173 -3.52975
O5 -2.22643 0.62885 -3.94261
N9 -1.21647 2.31108 -2.78462
N10 0.01599 0.64636 -3.68260
H17 -2.05222 2.80010 -2.92284
H18 -0.36452 2.80984 -2.53769
H19 0.86303 1.01223 -3.21305
H20 0.16312 0.07105 -4.52882
C6 0.72893 2.39927 2.36144
O6 0.14412 3.01441 1.47818
N11 2.01121 2.57564 2.72502
N12 -0.01529 1.49214 3.10319
H21 2.30339 1.84270 3.40550
H22 2.60188 3.31536 2.35114
H23 0.36108 0.84959 3.74593
H24 -0.84931 1.09235 2.64851
C7 0.42229 -0.16202 -0.25745
O7 0.75168 -1.33053 -0.22953
N13 -0.84905 0.25059 0.04065
N14 1.25711 0.77257 -0.59659
H25 -1.46346 -0.51599 0.29544
H26 -1.18762 1.09686 -0.43005
H27 2.17902 0.50438 -0.94837
H28 1.10538 1.73050 -0.32978
C8 4.24660 -0.45414 3.61232
O8 3.46096 -0.91063 2.77258
N15 3.89503 -0.13063 4.91677
N16 5.56513 -0.25549 3.32670
H29 4.58935 -0.24669 5.61114
H30 2.89342 -0.35333 5.08572
H31 5.70717 -0.22881 2.32428
H32 6.01638 0.51513 3.72869
C9 1.66457 4.80470 -1.53324
C10 2.02662 5.86615 -0.39350
O9 3.45305 5.87942 -0.30615
O10 0.26661 4.62547 -1.47828
H33 2.23320 3.91375 -1.34098
H34 1.92212 5.23641 -2.47890
H35 1.62002 5.46364 0.57641
H36 1.67786 6.86419 -0.57127
H37 3.75161 6.78551 -0.25367
H38 0.13783 4.26632 -0.57448
C11 -0.01851 -3.05960 -2.85713
C12 -1.28343 -2.23230 -2.95434
O11 -2.40832 -3.13056 -2.81366
O12 0.23600 -3.60296 -1.52871
H39 0.80809 -2.34061 -3.21225
H40 -0.06467 -3.88313 -3.55380
H41 -1.27966 -1.71981 -3.91681
H42 -1.26758 -1.42507 -2.15158
H43 -2.04361 -3.96855 -3.03811
H44 0.54391 -2.81175 -1.05032
C13 5.49217 3.37465 1.07779
C14 4.95287 2.02045 0.63305
O13 4.14265 2.22699 -0.46105
O14 4.43966 4.13007 1.63926
H45 6.03642 3.90932 0.25478
H46 6.21350 3.20285 1.92445
H47 4.23148 1.80802 1.45421
H48 5.74409 1.31501 0.45126
H49 4.41446 1.65591 -1.20039
H50 4.05017 4.74441 0.96290
C15 -5.10551 -1.46335 -4.02532
C16 -5.52568 -2.56402 -3.00285
O15 -5.43684 -2.10594 -1.69527
O16 -6.20119 -0.44085 -4.01875
H51 -4.91121 -1.74667 -5.06124
H52 -4.24924 -1.02359 -3.53328
H53 -4.90460 -3.46756 -3.04599
H54 -6.55052 -2.86742 -3.27583
H55 -5.62333 -1.19960 -1.61986
H56 -7.00316 -0.88538 -4.34426
C17 2.87232 -5.51859 0.01359
C18 2.38426 -4.64192 1.15332
O17 3.47187 -4.41991 2.09454
O18 3.98027 -4.92997 -0.60439
H57 2.08758 -5.61445 -0.76002
H58 3.13964 -6.52276 0.38770
H59 1.51118 -4.99650 1.65843
H60 1.97310 -3.74517 0.74655
H61 3.35316 -3.49180 2.35754
H62 4.54726 -4.70905 0.17431
C19 -5.51473 2.85518 -0.78348
C20 -4.97641 1.63040 -1.43313
O19 -6.12905 0.77002 -1.57841
O20 -6.07469 2.50876 0.48374
H63 -6.31129 3.44198 -1.25957
H64 -4.65921 3.57801 -0.68618
H65 -4.09225 1.18070 -0.95435
H66 -4.64812 1.80642 -2.46203
H67 -6.11815 0.54213 -2.54320
H68 -6.73980 1.83750 0.28911

Löwdin atomic charge list, values in e, 4 entries: atom 1 (C): -0.658, atom 2 (O): -0.003, atom 3 (N): 0.172, atom 4 (N): 0.162

---

[2]
The following is a quantum chemistry calculation of a molecular structure, C20H69Cl2N5O20Pt at a distorted geometry, from OMol25.

Output
- max |F| (eV/Å) = 3.05
- expectation value of S² = 2.003
- HOMO (spin up / spin down) (Ha) = -0.290 / -0.309
- 2S+1 = 3
- Kohn-Sham gap (spin up / spin down) (eV) = 7.1 / 7.7

Geometry (Å):
Pt1 13.57934 2.89724 -15.69860
Cl1 10.13307 -1.07757 -13.59159
O1 9.86360 -0.38690 -12.34358
O2 10.44242 -0.14805 -14.68559
O3 11.30039 -1.84836 -13.36800
O4 9.03901 -1.94918 -13.95035
Cl2 14.58674 -2.13703 -18.42320
O5 13.96304 -3.30029 -17.79595
O6 15.88798 -1.85058 -17.86263
O7 14.63767 -2.29638 -19.86107
O8 13.70970 -1.02349 -18.12900
O9 12.66593 1.01467 -16.56145
H1 12.88817 0.30917 -17.16899
H2 11.99316 0.63920 -15.99345
O10 14.09295 4.98443 -15.74047
H3 13.64461 5.61912 -16.29941
H4 14.57187 5.51874 -15.10693
O11 10.29693 4.94299 -13.45866
H5 9.97617 4.69622 -12.59122
H6 9.51095 5.19909 -13.94125
O12 16.73706 0.34867 -14.12969
H7 17.05116 0.24527 -13.23142
H8 16.04565 -0.30722 -14.21915
O13 11.49274 3.59804 -15.58615
H9 10.78723 3.26993 -16.14366
H10 11.04772 4.11789 -14.91687
O14 15.21089 7.05329 -14.27174
H11 15.58967 7.14031 -13.39700
H12 14.64958 7.82264 -14.36784
O15 9.07050 2.80413 -16.87643
H13 8.36231 2.65491 -16.24998
H14 8.66552 2.66903 -17.73314
C1 17.42390 1.68888 -17.38300
C2 16.09529 2.41987 -17.08646
C3 15.11624 2.41286 -18.31651
O16 13.90761 2.95641 -17.82830
C4 12.98609 3.28303 -18.86574
N1 15.42464 1.69890 -16.07274
H15 17.29913 0.60872 -17.45903
H16 18.23186 1.80035 -16.65989
H17 17.76025 1.92584 -18.39236
H18 16.18971 3.44048 -16.71562
H19 14.85763 1.43064 -18.71207
H20 15.53404 3.06019 -19.08754
H21 12.77495 2.36921 -19.42114
H22 13.30932 4.04610 -19.57378
H23 12.03195 3.56337 -18.41949
H24 15.93253 1.67867 -15.19997
H25 15.52040 0.73395 -16.35526
C5 14.04414 -2.77300 -11.01712
C6 14.35267 -1.25363 -11.04994
C7 15.74924 -0.82766 -10.51797
O17 15.92750 -1.10608 -9.12506
C8 17.24595 -0.85771 -8.74744
N2 14.22998 -0.73221 -12.42431
H26 13.08006 -2.98802 -11.47799
H27 13.93739 -3.09766 -9.98209
H28 14.91137 -3.25017 -11.47357
H29 13.52309 -0.77775 -10.52702
H30 16.03785 0.21442 -10.65537
H31 16.52992 -1.41950 -10.99583
H32 18.02942 -1.33828 -9.33337
H33 17.18702 -1.21712 -7.72009
H34 17.42328 0.21773 -8.73768
H35 13.25666 -0.89601 -12.63859
H36 14.65942 -1.35408 -13.09436
C9 10.71653 6.97919 -16.61874
C10 11.70141 6.81518 -17.77694
C11 11.40512 7.74701 -18.93940
O18 10.20229 7.29215 -19.59533
C12 10.33621 6.15927 -20.41444
N3 12.99316 7.01639 -17.12771
H37 11.02310 6.37969 -15.76159
H38 9.70037 6.65417 -16.84210
H39 10.66558 8.04170 -16.38088
H40 11.61569 5.80356 -18.17364
H41 12.21139 7.60238 -19.65852
H42 11.30906 8.78962 -18.63636
H43 11.15339 6.15244 -21.13575
H44 9.40066 6.04308 -20.96158
H45 10.50112 5.30738 -19.75475
H46 13.05760 7.82113 -16.52081
H47 13.76620 7.12751 -17.76817
C13 15.99032 6.29918 -20.77273
C14 15.71486 6.40029 -19.25879
C15 16.93534 6.26814 -18.33704
O19 17.48502 4.91303 -18.47347
C16 18.81620 4.87600 -17.99880
N4 15.07188 7.68231 -18.95659
H48 16.33052 5.28163 -20.96493
H49 16.86639 6.88103 -21.05916
H50 15.08820 6.53630 -21.33670
H51 15.06132 5.54603 -19.08212
H52 16.66619 6.59007 -17.33106
H53 17.69410 7.00330 -18.60520
H54 19.19137 3.85555 -18.07632
H55 18.80653 5.05851 -16.92423
H56 19.54148 5.54026 -18.46871
H57 15.75651 8.39334 -19.17065
H58 14.38442 7.97362 -19.63676
C17 12.34752 2.57601 -11.64138
C18 13.12449 2.88291 -12.85537
C19 14.61307 3.03359 -12.60023
O20 15.23000 3.50343 -13.81524
C20 16.60372 3.89668 -13.58076
N5 12.96627 1.77960 -13.74919
H59 11.35525 2.19763 -11.88703
H60 12.27748 3.36357 -10.89109
H61 12.83254 1.76090 -11.10430
H62 12.65977 3.82187 -13.15616
H63 15.13964 2.12154 -12.31918
H64 14.87084 3.80470 -11.87426
H65 17.17308 3.15802 -13.01658
H66 16.77539 4.86433 -13.10927
H67 17.09236 4.07172 -14.53925
H68 13.41190 0.93829 -13.41195
H69 11.97298 1.68302 -13.59380

Löwdin atomic charge list, values in e, 4 entries: atom 1 (Pt): 1.274, atom 2 (Cl): 0.640, atom 3 (O): -0.382, atom 4 (O): -0.399